71
Properties=species:S:1:pos:R:3:lowdin_charge:R:1 method="wB97M-V/def2-TZVPD" max_force_ev_per_a=3.0 smiles="CNCO[P@](=O)(OCCCCCCCCCCOC)OCOCOCCO.CO" molar_mass_g_mol=447.51
C -2.494 -0.097 -3.351 -0.11
N -1.625 -0.948 -2.491 -0.09
C -0.598 -1.611 -3.325 -0.30
O 0.333 -0.678 -3.869 -0.15
P 1.516 -0.252 -2.788 0.61
O 2.846 -0.383 -3.501 -0.26
O 1.460 -1.172 -1.401 -0.21
C 2.336 -0.566 -0.426 -0.22
C 2.772 -1.549 0.710 -0.14
C 1.909 -2.857 0.808 -0.18
C 0.723 -2.670 1.839 -0.19
C -0.703 -2.701 1.188 -0.21
C -1.308 -1.287 0.899 -0.19
C -1.462 -0.387 2.201 -0.20
C -1.781 -1.204 3.490 -0.19
C -1.997 -0.342 4.796 -0.18
C -1.742 1.194 4.645 -0.23
O -0.410 1.574 4.324 -0.23
C 0.558 0.891 5.109 -0.11
O 1.229 1.326 -2.337 -0.17
C 2.398 2.155 -2.422 -0.24
O 2.027 3.420 -1.905 -0.05
C 1.409 3.249 -0.646 -0.23
O 1.432 4.466 0.102 -0.10
C 0.168 4.659 0.730 -0.18
C -0.142 3.547 1.818 -0.19
O -1.066 2.565 1.311 -0.10
H -2.272 0.982 -3.250 0.08
H -3.549 -0.243 -3.027 0.08
H -2.452 -0.417 -4.424 0.08
H -2.217 -1.729 -2.203 0.10
H -0.132 -2.442 -2.752 0.13
H -1.155 -2.100 -4.167 0.12
H 3.265 -0.263 -0.971 0.11
H 1.910 0.364 0.010 0.11
H 3.847 -1.821 0.659 0.11
H 2.642 -1.005 1.676 0.10
H 2.578 -3.639 1.243 0.11
H 1.571 -3.260 -0.167 0.10
H 0.792 -3.511 2.573 0.11
H 0.856 -1.748 2.456 0.09
H -0.621 -3.244 0.212 0.10
H -1.372 -3.312 1.829 0.10
H -2.266 -1.406 0.350 0.10
H -0.552 -0.747 0.278 0.09
H -2.174 0.430 1.981 0.10
H -0.451 0.067 2.343 0.09
H -2.733 -1.760 3.287 0.11
H -1.030 -1.988 3.726 0.10
H -1.449 -0.805 5.650 0.10
H -3.076 -0.448 5.072 0.11
H -1.986 1.660 5.639 0.12
H -2.490 1.581 3.920 0.12
H 1.445 1.555 5.224 0.09
H 0.194 0.554 6.100 0.09
H 0.917 0.015 4.506 0.09
H 2.770 2.233 -3.462 0.14
H 3.249 1.797 -1.798 0.13
H 0.335 2.988 -0.784 0.13
H 1.948 2.492 -0.025 0.14
H 0.133 5.642 1.253 0.13
H -0.666 4.694 -0.018 0.13
H -0.634 4.015 2.696 0.12
H 0.808 3.033 2.075 0.13
H -1.648 2.991 0.677 0.08
C -0.069 -1.720 -7.190 -0.15
O -1.368 -1.958 -7.726 -0.13
H 0.068 -0.648 -7.073 0.08
H 0.024 -2.203 -6.214 0.06
H 0.693 -2.109 -7.871 0.08
H -1.470 -2.908 -7.821 0.07

77
Properties=species:S:1:pos:R:3:lowdin_charge:R:1 method="wB97M-V/def2-TZVPD" charge=+1 max_force_ev_per_a=0.4 molar_mass_g_mol=679.53 de_lowest_ev=0.1099
Ru 1.495 0.652 0.536 0.73
C -0.718 1.399 2.458 -0.15
C 0.554 1.074 3.215 -0.17
N 1.746 1.482 2.434 -0.17
C 2.003 2.933 2.330 -0.16
C 1.282 3.550 1.141 -0.15
N 1.297 2.652 -0.053 -0.17
C 0.003 2.695 -0.774 -0.17
C -1.105 2.065 0.078 -0.15
N -0.581 1.032 1.020 -0.12
H -0.945 2.462 2.535 0.11
H -1.555 0.869 2.913 0.14
H 0.640 -0.002 3.359 0.11
H 0.542 1.561 4.195 0.13
H 2.552 1.056 2.880 0.12
H 3.078 3.042 2.208 0.09
H 1.717 3.459 3.246 0.14
H 1.728 4.518 0.902 0.13
H 0.243 3.747 1.392 0.10
H 2.031 2.956 -0.683 0.10
H 0.144 2.130 -1.694 0.11
H -0.274 3.721 -1.037 0.13
H -1.825 1.597 -0.588 0.12
H -1.643 2.828 0.642 0.12
H -1.108 0.182 0.849 0.09
C 4.937 3.364 0.447 -0.15
C 4.725 2.331 -0.655 -0.41
As 3.904 0.615 -0.157 1.17
C 5.229 -0.074 1.093 -0.40
C 6.676 -0.082 0.621 -0.14
C 4.217 -0.349 -1.847 -0.41
C 5.326 0.142 -2.772 -0.15
H 5.637 4.133 0.117 0.08
H 5.352 2.915 1.351 0.07
H 4.015 3.881 0.715 0.04
H 5.689 2.052 -1.075 0.05
H 4.163 2.759 -1.491 0.07
H 4.885 -1.082 1.325 0.06
H 5.122 0.513 2.010 0.06
H 6.803 -0.712 -0.259 0.07
H 7.318 -0.486 1.404 0.08
H 7.042 0.918 0.383 0.07
H 3.265 -0.322 -2.376 0.02
H 4.376 -1.386 -1.560 0.06
H 5.150 1.154 -3.134 0.06
H 5.373 -0.508 -3.647 0.08
H 6.307 0.119 -2.299 0.06
O 1.213 -1.339 1.400 -0.47
S 1.637 -2.273 0.325 0.31
O 0.949 -3.518 0.296 -0.26
O 3.053 -2.298 0.108 -0.36
S 0.926 -0.986 -1.324 0.84
C -7.506 -2.506 -1.918 -0.04
C -6.692 -2.456 -0.617 -0.56
C -7.099 -3.626 0.289 -0.04
C -7.022 -1.150 0.106 -0.07
C -5.204 -2.567 -0.953 -0.15
C -4.736 -3.711 -1.614 -0.01
C -3.405 -3.899 -1.964 0.05
C -2.538 -2.887 -1.622 -0.17
O -1.176 -2.793 -1.841 0.19
B -0.807 -1.605 -1.274 -0.88
O -1.891 -0.916 -0.748 0.11
C -2.980 -1.761 -0.971 -0.16
C -4.296 -1.560 -0.622 0.07
H -8.571 -2.410 -1.697 0.09
H -7.360 -3.447 -2.449 0.08
H -7.221 -1.693 -2.587 0.09
H -8.160 -3.555 0.534 0.09
H -6.530 -3.613 1.220 0.09
H -6.932 -4.589 -0.194 0.08
H -8.089 -1.118 0.324 0.09
H -6.785 -0.277 -0.506 0.09
H -6.489 -1.069 1.056 0.09
H -5.439 -4.492 -1.871 0.11
H -3.065 -4.789 -2.473 0.13
H -4.598 -0.656 -0.114 0.12

12
Properties=species:S:1:pos:R:3:lowdin_charge:R:1 method="wB97M-V/def2-TZVPD" charge=+1 max_force_ev_per_a=5.7 smiles="C=C(C)[NH3+]" molar_mass_g_mol=58.10 de_lowest_ev=1.5654
C -0.145 -0.306 -1.451 0.12
C 0.243 -0.051 -0.176 -0.28
C -0.015 -1.171 0.817 -0.04
N 0.087 1.319 0.457 0.22
H -0.253 0.622 -2.088 0.11
H -0.603 -1.223 -1.610 0.07
H -1.045 -1.533 0.683 0.11
H 0.436 -2.096 0.760 0.07
H 0.230 -0.814 1.800 0.08
H 0.145 2.058 -0.243 0.17
H 0.712 1.540 1.330 0.23
H -0.730 1.383 1.026 0.15

81
Properties=species:S:1:pos:R:3:lowdin_charge:R:1 method="wB97M-V/def2-TZVPD" charge=+3 max_force_ev_per_a=4.6 molar_mass_g_mol=781.74 de_lowest_ev=0.1568
Ta -0.558 0.322 0.455 1.71
C 1.748 1.977 4.272 0.01
C 0.784 1.679 5.272 0.01
C -0.461 1.228 4.892 0.03
C -0.690 0.869 3.543 -0.20
N 0.275 1.109 2.618 -0.01
C 1.413 1.751 2.937 -0.09
C -1.969 0.246 3.087 -0.17
C -2.989 -0.102 3.974 0.02
C -4.283 -0.393 3.520 0.01
C -4.523 -0.437 2.155 -0.04
C -3.490 -0.297 1.247 -0.16
C -2.200 0.025 1.694 -0.29
H 2.711 2.440 4.472 0.13
H 1.044 1.801 6.334 0.14
H -1.256 1.134 5.631 0.13
H 2.081 2.035 2.111 0.12
H -2.805 -0.065 5.028 0.11
H -5.081 -0.596 4.235 0.14
H -5.532 -0.586 1.782 0.13
H -3.660 -0.504 0.175 0.07
N 8.927 3.186 -2.268 0.22
C 7.837 2.836 -1.993 -0.16
C 6.537 2.397 -1.681 -0.19
C 6.324 1.897 -0.375 0.03
C 5.069 1.457 -0.044 -0.02
C 4.030 1.615 -0.985 -0.18
C 4.248 2.110 -2.287 0.00
C 5.524 2.499 -2.666 0.04
C 2.673 1.247 -0.541 0.01
C 2.447 -0.072 -0.028 -0.23
C 3.419 -0.986 0.394 0.07
C 2.795 -1.980 1.234 0.02
C 1.459 -1.637 1.305 -0.10
N 1.210 -0.572 0.393 -0.16
C 1.606 2.237 -0.627 -0.19
C 1.593 3.522 -1.190 0.06
C 0.357 4.165 -0.818 -0.01
C -0.341 3.308 0.019 -0.11
N 0.379 2.127 0.166 -0.21
H 7.182 1.924 0.286 0.14
H 4.790 1.094 0.940 0.12
H 3.396 2.162 -2.945 0.12
H 5.800 2.930 -3.614 0.14
H 4.467 -0.921 0.117 0.13
H 3.326 -2.768 1.773 0.14
H 0.692 -2.102 1.916 0.11
H 2.422 3.919 -1.779 0.13
H 0.129 5.215 -1.074 0.13
H -1.298 3.480 0.491 0.12
C -0.724 -3.708 0.417 -0.16
C -1.020 -5.088 -0.268 -0.14
N -1.478 -4.896 -1.692 -0.13
C -0.422 -4.084 -2.441 -0.10
C -0.237 -2.659 -1.738 -0.17
N -1.073 -2.546 -0.488 -0.19
C -2.524 -2.737 -0.861 -0.18
C -2.786 -4.124 -1.640 -0.11
H 0.374 -3.719 0.698 0.11
H -1.335 -3.627 1.345 0.12
H -1.818 -5.622 0.314 0.13
H -0.128 -5.734 -0.182 0.13
H -0.704 -4.043 -3.514 0.13
H 0.533 -4.625 -2.446 0.12
H -0.542 -1.862 -2.440 0.06
H 0.801 -2.494 -1.444 0.10
H -2.839 -1.930 -1.553 0.07
H -3.171 -2.687 0.053 0.11
H -3.195 -3.909 -2.658 0.13
H -3.582 -4.679 -1.118 0.12
C -4.425 1.793 -4.173 -0.02
N -3.235 1.335 -3.454 -0.04
C -3.088 1.264 -2.153 -0.68
N -3.980 1.726 -1.278 0.20
S -1.541 0.484 -1.779 0.72
H -4.235 1.621 -5.246 0.11
H -4.640 2.873 -4.034 0.11
H -5.344 1.189 -3.908 0.12
H -2.424 1.080 -4.018 0.14
H -4.899 1.981 -1.564 0.13
H -3.878 1.505 -0.289 0.09

Number 1: frontier orbital gap 0.3700 hartree. Number 2: frontier orbital gap 0.3184 hartree. Number 3: frontier orbital gap 0.3891 hartree. Number 4: frontier orbital gap 0.1797 hartree.